ORCA calculation (ωB97M-V with the def2-TZVPD basis set) on a cluster of 2 separate species, C4H7NO in total in a non-equilibrium geometry.

Geometry (Å):
C -1.620 0.017 0.543
C -0.245 -0.436 0.168
C 0.373 0.135 -0.889
O -0.417 0.609 -1.882
C 1.447 0.017 1.736
N 2.339 -0.387 1.046
H -1.854 -0.300 1.563
H -1.642 1.113 0.530
H -2.374 -0.357 -0.146
H 0.133 -1.318 0.660
H 2.372 -0.729 0.091
H 1.418 0.432 -0.965
H 0.073 1.205 -2.454

Properties
Frontier orbital gap   0.3250 Eh
LUMO energy   0.5 eV
Energy   -7795.3498 eV

Mulliken analysis output, partial charges in e: atom 1 (C): -1.1341, atom 2 (C): -0.1547, atom 3 (C): -0.2706, atom 4 (O): -0.4193, atom 5 (C): 0.0819, atom 6 (N): -0.4082, atom 7 (H): 0.3561, atom 8 (H): 0.2682, atom 9 (H): 0.3117, atom 10 (H): 0.5378, atom 11 (H): 0.3141, atom 12 (H): 0.1756, atom 13 (H): 0.3414

ORCA calculation (ωB97M-V with the def2-TZVPD basis set) on a structure of composition C7H21AlBrNO5P2 in a non-equilibrium geometry.

Geometry (Å):
C -1.887 1.644 -0.605
C -1.510 1.322 -2.097
C -0.136 2.006 -2.459
C 1.051 0.971 -2.661
O 2.066 1.098 -1.690
Al 1.695 0.230 -0.117
Br 3.561 -1.269 0.323
P 1.752 1.827 1.631
P 2.978 3.440 0.858
O 2.465 4.030 -0.448
O 3.110 4.615 2.058
O 4.513 2.820 0.601
H -0.950 1.637 -0.005
H -2.303 2.675 -0.583
H -2.625 0.932 -0.169
H -1.424 0.211 -2.193
H -2.335 1.618 -2.786
H -0.300 2.590 -3.395
H 0.182 2.735 -1.683
H 1.502 1.242 -3.650
H 0.669 -0.078 -2.771
H 0.305 -0.527 -0.080
H 0.403 2.249 1.815
H 2.261 5.070 1.987
H 4.474 2.344 -0.241
C -1.870 -3.054 -0.147
C -1.484 -2.451 1.159
O -1.355 -1.287 1.373
N -1.196 -3.272 2.353
C -1.409 -4.738 2.331
H -2.037 -2.253 -0.864
H -1.065 -3.695 -0.514
H -2.791 -3.632 -0.041
H -0.230 -3.010 2.601
H -1.712 -2.792 3.101
H -1.190 -5.123 3.325
H -0.730 -5.180 1.606
H -2.445 -4.942 2.077

Properties
Frontier orbital gap   0.2087 Eh
LUMO energy   -1.5 eV
Energy   -114546.2065 eV

Mulliken analysis output, partial charges in e: atom 1 (C): -0.6934, atom 2 (C): -0.2479, atom 3 (C): -0.5424, atom 4 (C): -0.3841, atom 5 (O): -0.4451, atom 6 (Al): 0.0291, atom 7 (Br): -0.5425, atom 8 (P): -0.0762, atom 9 (P): 0.7749, atom 10 (O): -0.6262, atom 11 (O): -0.5130, atom 12 (O): -0.5328, atom 13 (H): -0.1412, atom 14 (H): 0.3590, atom 15 (H): 0.2127, atom 16 (H): 0.0077, atom 17 (H): 0.3929, atom 18 (H): 0.3727, atom 19 (H): 0.3026, atom 20 (H): 0.2509, atom 21 (H): 0.2236, atom 22 (H): -0.0072, atom 23 (H): 0.0218, atom 24 (H): 0.3356, atom 25 (H): 0.3585, atom 26 (C): -0.9958, atom 27 (C): 0.5510, atom 28 (O): -0.3350, atom 29 (N): -0.0934, atom 30 (C): -0.8256, atom 31 (H): 0.1306, atom 32 (H): 0.3582, atom 33 (H): 0.4268, atom 34 (H): 0.4278, atom 35 (H): 0.4249, atom 36 (H): 0.3480, atom 37 (H): 0.3470, atom 38 (H): 0.3451

ORCA calculation (ωB97M-V with the def2-TZVPD basis set) on a cluster of 2 separate species, NO4S2 in total in a non-equilibrium geometry.

Geometry (Å):
N -1.641 -0.267 -0.078
O -2.323 -1.138 0.405
O 1.950 1.586 0.689
O -2.152 0.668 -0.674
O -0.397 -0.369 0.066
S 2.859 -1.036 -0.112
S 1.703 0.555 -0.296

Properties
Frontier orbital gap (alpha / beta)   0.2776 / 0.2775 Eh
LUMO energy (alpha / beta)   2.5 / 2.5 eV
Energy   -31348.2095 eV
Charge   -1

Mulliken analysis output, partial charges in e: atom 1 (N): 1.0231, atom 2 (O): -0.6130, atom 3 (O): -0.4313, atom 4 (O): -0.6750, atom 5 (O): -0.5966, atom 6 (S): -0.3060, atom 7 (S): 0.5988

ORCA calculation (ωB97M-V with the def2-TZVPD basis set) on a structure of composition C65H38Cl9CrN5O2 in a non-equilibrium geometry.

Geometry (Å):
Cr 0.814 -1.152 0.345
Cl -4.978 -3.139 6.588
C -4.006 -2.220 5.468
C -2.777 -2.712 5.067
C -1.999 -1.966 4.195
C -2.438 -0.736 3.716
C -3.686 -0.269 4.120
C -4.471 -1.004 4.997
C -1.563 0.043 2.731
C -1.954 -0.254 1.308
C -3.148 0.137 0.741
C -3.022 -0.066 -0.648
C -1.771 -0.617 -0.867
C -1.009 -0.738 -2.172
C -1.877 -0.458 -3.370
C 0.119 0.870 -3.726
C -2.048 1.343 -5.089
C -3.372 0.732 -5.432
Cl -4.243 1.461 -6.745
C -3.870 -0.286 -4.739
C -3.142 -0.813 -3.581
C -0.187 -2.030 -2.385
N 0.591 -2.321 -1.196
C 0.786 -3.657 -1.157
C 1.827 -4.279 -0.475
C 2.061 -5.737 -0.641
C 1.135 -6.656 -0.143
C 1.317 -8.023 -0.301
C 2.447 -8.480 -0.960
Cl 2.691 -10.195 -1.159
C 3.383 -7.594 -1.463
C 3.182 -6.229 -1.305
C 2.704 -3.498 0.295
C 4.070 -3.773 0.672
C 4.525 -2.696 1.362
C 3.422 -1.788 1.520
N 2.330 -2.295 0.805
C 3.330 -0.809 2.472
C 2.067 -0.331 2.953
C 1.789 0.218 4.211
C 0.406 0.309 4.308
C -0.110 -0.118 3.085
N 0.883 -0.503 2.258
C 4.595 -0.257 3.027
C 4.934 -0.308 4.377
C 6.092 0.293 4.846
C 6.922 0.954 3.957
Cl 8.356 1.745 4.550
C 6.627 0.996 2.605
C 5.469 0.384 2.147
C -0.136 -4.300 -2.109
C -0.783 -3.341 -2.771
N -1.124 -0.745 0.341
H -2.430 -3.667 5.440
H -1.033 -2.343 3.883
H -4.049 0.680 3.749
H -5.440 -0.638 5.312
H -3.989 0.580 1.258
H -3.750 0.200 -1.396
H 0.414 1.893 -3.960
H -1.583 1.802 -5.953
H -4.843 -0.690 -4.991
H -3.675 -1.433 -2.868
H 0.260 -6.288 0.382
H 0.594 -8.729 0.087
H 4.253 -7.969 -1.988
H 3.898 -5.533 -1.729
H 4.614 -4.674 0.434
H 5.507 -2.555 1.792
H 2.508 0.464 4.978
H -0.180 0.666 5.143
H 4.301 -0.850 5.068
H 6.353 0.244 5.895
H 7.291 1.505 1.920
H 5.224 0.418 1.092
H -0.229 -5.369 -2.239
H -1.500 -3.458 -3.574
Cl 0.715 1.102 -0.826
C 0.151 0.318 -2.338
C 1.145 -0.136 -3.302
C 0.831 -1.568 -3.605
Cl 2.344 -2.584 -3.527
C 0.213 -1.697 -4.999
Cl 0.645 -3.004 -6.051
C -0.623 -0.752 -5.434
Cl -1.202 -0.763 -7.070
C -1.119 0.313 -4.444
Cl -2.351 2.705 -3.927
C 0.453 4.622 -4.291
C -0.597 4.859 -3.235
C -1.893 5.196 -3.612
C -2.876 5.380 -2.653
C -2.584 5.199 -1.312
C -1.290 4.856 -0.920
N -0.970 4.543 0.421
C -1.791 4.754 1.517
C -2.450 5.979 1.694
C -3.254 6.202 2.793
C -3.439 5.211 3.755
C -2.802 3.997 3.593
C -1.973 3.753 2.496
C -1.330 2.421 2.320
O -1.971 1.448 2.967
O -0.368 2.228 1.616
C -0.277 4.717 -1.881
C 1.136 4.382 -1.466
H 0.025 4.733 -5.287
H 0.873 3.615 -4.209
H 1.284 5.327 -4.199
H -2.136 5.288 -4.665
H -3.888 5.630 -2.952
H -3.367 5.280 -0.570
H -0.420 3.701 0.521
H -2.302 6.755 0.953
H -3.735 7.166 2.913
H -4.077 5.388 4.612
H -2.928 3.209 4.326
H 1.310 4.626 -0.418
H 1.855 4.942 -2.066
H 1.354 3.317 -1.607

Properties
Frontier orbital gap (alpha / beta)   0.2020 / 0.2010 Eh
LUMO energy (alpha / beta)   1.0 / 1.0 eV
<S²>   3.83
Energy   -220692.9372 eV
Charge   -1
Spin multiplicity   4

Results of the Mulliken charge analysis, in e, for atoms 1 through 99: atom 1 (Cr): -0.2886, atom 2 (Cl): -0.2453, atom 3 (C): 0.3155, atom 4 (C): -1.1759, atom 5 (C): -0.1300, atom 6 (C): -0.2977, atom 7 (C): -0.3382, atom 8 (C): -1.0587, atom 9 (C): 2.9016, atom 10 (C): -0.9197, atom 11 (C): -1.7357, atom 12 (C): -0.9188, atom 13 (C): -0.5839, atom 14 (C): 0.4333, atom 15 (C): -0.7511, atom 16 (C): -0.3358, atom 17 (C): -0.5717, atom 18 (C): -0.0648, atom 19 (Cl): -0.2497, atom 20 (C): -0.8620, atom 21 (C): 0.3536, atom 22 (C): 1.2047, atom 23 (N): 0.2487, atom 24 (C): -0.3466, atom 25 (C): 0.6685, atom 26 (C): -0.3727, atom 27 (C): 0.0357, atom 28 (C): -0.9791, atom 29 (C): 0.4320, atom 30 (Cl): -0.2391, atom 31 (C): -0.9863, atom 32 (C): -0.1210, atom 33 (C): 0.5110, atom 34 (C): -1.2967, atom 35 (C): -1.1464, atom 36 (C): -0.4457, atom 37 (N): 0.9531, atom 38 (C): 1.2612, atom 39 (C): -0.2817, atom 40 (C): -1.1669, atom 41 (C): -1.3379, atom 42 (C): -0.9172, atom 43 (N): 1.4565, atom 44 (C): -0.3933, atom 45 (C): -0.0362, atom 46 (C): -1.0139, atom 47 (C): 0.4330, atom 48 (Cl): -0.2342, atom 49 (C): -0.9970, atom 50 (C): -0.0380, atom 51 (C): -1.5415, atom 52 (C): -1.0568, atom 53 (N): 1.0340, atom 54 (H): 0.4223, atom 55 (H): 0.4283, atom 56 (H): 0.3427, atom 57 (H): 0.4244, atom 58 (H): 0.4229, atom 59 (H): 0.6524, atom 60 (H): -0.5427, atom 61 (H): 0.7597, atom 62 (H): 0.5164, atom 63 (H): 0.7297, atom 64 (H): 0.4401, atom 65 (H): 0.4046, atom 66 (H): 0.3936, atom 67 (H): 0.5384, atom 68 (H): 0.5872, atom 69 (H): 0.5351, atom 70 (H): 0.6235, atom 71 (H): 0.6921, atom 72 (H): 0.5794, atom 73 (H): 0.3971, atom 74 (H): 0.4108, atom 75 (H): 0.5136, atom 76 (H): 0.6046, atom 77 (H): 0.5707, atom 78 (Cl): -0.0608, atom 79 (C): 1.5283, atom 80 (C): -2.8560, atom 81 (C): 1.9270, atom 82 (Cl): -0.2147, atom 83 (C): 0.0537, atom 84 (Cl): -0.2251, atom 85 (C): -0.3291, atom 86 (Cl): -0.2310, atom 87 (C): 0.9552, atom 88 (Cl): -0.0349, atom 89 (C): -1.8776, atom 90 (C): 1.7306, atom 91 (C): -1.1600, atom 92 (C): -0.7728, atom 93 (C): -0.6490, atom 94 (C): 0.0424, atom 95 (N): -0.2761, atom 96 (C): -0.5009, atom 97 (C): -0.1928, atom 98 (C): -0.5524, atom 99 (C): -0.8783

The highest energy belongs to which entry?
C4H7NO

Among the records above, which one has the lowest energy?
C65H38Cl9CrN5O2

Which value of energy does entry 3 give?
-31348.2095 eV

Which of these has the highest energy?
C4H7NO